Molecular formula: C22H42Cl2O10S4
Method: DFT, ωB97M-V with the def2-TZVPD basis set

- E_HOMO (eV) = -9.676
- LUMO level (eV) = -0.243

Structure (ORCA input):
```
! wB97M-V def2-TZVPD RIJCOSX def2/J DEFGRID3
* xyz 0 1
C -1.22 1.10 3.08
C -2.53 0.90 3.82
C -2.44 1.35 5.25
S -0.50 0.95 5.58
O -0.32 -0.12 6.55
O 0.07 2.29 5.81
C -0.14 0.41 3.83
H -1.08 2.17 2.95
H -1.39 0.66 2.10
H -2.89 -0.12 3.69
H -3.35 1.51 3.44
H -3.01 0.73 5.93
H -2.74 2.38 5.44
H -0.13 -0.67 3.66
H 0.89 0.67 3.58
C 0.12 -2.48 -1.67
C 1.49 -2.43 -2.47
C 1.25 -3.02 -3.85
S -0.60 -3.17 -4.10
O -0.90 -4.58 -4.47
O -0.98 -2.04 -4.96
C -1.23 -2.82 -2.40
H 0.17 -1.70 -0.92
H 0.42 -3.37 -1.11
H 2.21 -3.00 -1.87
H 1.96 -1.45 -2.43
H 1.57 -4.06 -3.88
H 1.67 -2.52 -4.73
H -1.69 -3.77 -2.15
H -1.89 -1.96 -2.36
C -3.64 -1.62 0.50
C -2.82 -2.87 0.29
C -2.03 -3.37 1.63
S -1.77 -1.82 2.57
O -0.63 -1.16 1.93
O -1.85 -2.06 4.02
C -3.42 -1.17 1.99
H -4.72 -1.76 0.50
H -3.36 -0.86 -0.22
H -1.99 -2.82 -0.42
H -3.39 -3.63 -0.24
H -1.11 -3.94 1.47
H -2.59 -4.10 2.21
H -3.52 -0.10 2.18
H -4.23 -1.48 2.65
C 3.61 1.10 0.23
C 4.00 0.50 -1.14
C 5.22 1.34 -1.66
S 5.94 2.26 -0.23
O 5.52 3.64 -0.46
O 7.31 1.80 -0.02
C 4.83 1.56 1.04
H 2.99 0.37 0.75
H 3.02 1.98 -0.02
H 3.12 0.56 -1.78
H 4.17 -0.57 -1.03
H 5.02 2.15 -2.36
H 5.97 0.63 -2.01
H 4.89 2.30 1.84
H 5.35 0.64 1.34
O -3.15 1.92 -4.86
C -2.15 2.24 -4.17
O -1.07 2.79 -4.69
C -0.23 3.42 -3.71
C -0.62 2.80 -2.39
C -1.98 2.13 -2.65
H -0.38 4.50 -3.63
H 0.82 3.28 -3.96
H -0.84 3.51 -1.59
H 0.07 2.04 -2.01
H -2.87 2.46 -2.12
H -1.88 1.06 -2.45
Cl 1.06 -0.51 -0.80
C 0.52 0.46 0.54
C -0.10 1.61 -0.14
Cl -0.92 2.68 1.09
H 1.37 0.81 1.11
H -0.12 -0.14 1.19
H -0.83 1.41 -0.92
H 0.64 2.18 -0.70
*
```

What are the Mulliken partial charges on each atom? They are as follows, in elementary charge units:
1 C 0.121
2 C -0.845
3 C -1.076
4 S 1.051
5 O -0.639
6 O -0.640
7 C -0.644
8 H 0.424
9 H 0.151
10 H -0.136
11 H 0.557
12 H 0.471
13 H 0.343
14 H 0.467
15 H 0.621
16 C -0.589
17 C -0.170
18 C -0.838
19 S 1.269
20 O -0.706
21 O -0.642
22 C -0.915
23 H 0.164
24 H 0.326
25 H 0.530
26 H -0.177
27 H 0.323
28 H 0.482
29 H 0.434
30 H 0.428
31 C -0.665
32 C 0.513
33 C -1.092
34 S 1.004
35 O -0.818
36 O -0.677
37 C -0.883
38 H 0.362
39 H 0.190
40 H -1.102
41 H 0.719
42 H 0.613
43 H 0.363
44 H 0.482
45 H 0.671
46 C -0.019
47 C -0.285
48 C -0.828
49 S 1.162
50 O -0.644
51 O -0.647
52 C -0.946
53 H 0.478
54 H 0.085
55 H 0.015
56 H 0.314
57 H 0.404
58 H 0.338
59 H 0.479
60 H 0.352
61 O -0.654
62 C 0.481
63 O -0.340
64 C -0.532
65 C 0.179
66 C 0.272
67 H 0.213
68 H 0.368
69 H 0.341
70 H 0.182
71 H 0.347
72 H -0.381
73 Cl -0.005
74 C -0.456
75 C -0.275
76 Cl -0.331
77 H 0.044
78 H 0.332
79 H -0.553
80 H 0.691